Formula: C25H26NO7S2
Source: OMol25
Level of theory: ωB97M-V/def2-TZVPD

```
61
Properties=species:S:1:pos:R:3:forces:R:3
S -2.061202 2.551711 -0.996897 1.10 -1.29 1.53
S 0.473446 -3.610284 2.077077 -0.85 2.84 -0.81
O -0.758812 -3.808935 2.821255 0.02 -1.17 0.63
O 1.744571 -4.114366 2.558272 -0.38 -0.18 -0.10
O 0.937273 -1.694129 3.900755 0.61 1.39 1.46
O -0.336762 0.055665 3.113413 1.04 0.00 0.27
O -3.016252 1.485888 -0.795669 0.05 0.71 -0.49
O -2.272241 3.851483 -0.409926 -0.16 -0.21 -0.27
O -0.252740 -1.407918 0.570957 -2.36 0.81 -1.63
N -0.518644 2.034385 -0.454038 -0.28 1.02 -0.41
C 0.604659 -4.649004 -1.845199 -0.21 -0.07 -0.02
C -1.842331 2.818004 -2.757073 0.06 -0.06 -0.22
C 0.440881 -1.752761 1.642435 1.79 -0.14 4.14
C 1.802525 -2.039582 6.033387 0.02 -0.15 0.45
C 1.136229 2.234285 1.243782 1.26 -0.31 -0.24
C 2.769527 2.738385 2.971381 0.06 0.04 -0.47
C -1.757155 3.445786 -7.016122 -0.01 0.00 -0.18
C 0.115716 -4.378680 0.484463 0.31 -0.14 0.23
C 0.899264 -4.059864 -0.614332 -0.08 -0.29 -0.38
C -0.467447 -5.545094 -1.962228 0.07 0.00 0.21
C -1.676594 -1.011471 0.753540 1.00 -0.39 -0.11
C -1.778854 3.229747 -5.527150 0.05 -0.03 0.33
C 0.324055 -0.977774 2.917752 -0.58 -2.19 -2.69
C -1.834129 4.320070 -4.649667 0.01 -0.27 0.05
C -0.911785 -5.317293 0.407941 0.05 0.17 -0.36
C 2.098582 2.523858 0.255322 0.21 0.15 0.52
C -1.771713 1.722094 -3.620471 0.03 0.23 0.14
C 3.378032 2.944946 0.628303 -0.24 -0.21 0.12
C -1.209196 -5.897939 -0.826239 0.22 0.17 -0.13
C -0.212371 1.882785 0.794843 -1.43 1.04 -0.75
C -1.864687 4.122478 -3.270080 0.07 -0.22 0.06
C 1.473266 2.375495 2.606343 -0.22 -0.14 -0.55
C -1.736163 1.935302 -4.996043 0.01 0.16 -0.01
C 3.732657 3.006147 1.983249 -0.43 0.06 0.14
C 1.590378 -0.961234 5.003874 -0.81 -1.01 -1.25
H -1.723016 -0.215454 1.508951 -0.17 -0.56 -0.22
H -2.028548 -6.615057 -0.896372 0.22 0.18 -0.05
H -0.720430 -5.976497 -2.937787 0.14 0.15 0.40
H 2.266425 -2.928320 5.589911 -0.08 0.27 -0.04
H -1.966752 -0.608572 -0.215494 -0.13 -0.21 0.11
H -2.279409 -1.885110 1.043994 0.18 0.26 -0.05
H 0.705617 2.173511 3.351241 0.25 -0.07 -0.13
H 4.094742 3.226244 -0.143978 -0.09 -0.19 0.23
H -2.658601 3.974378 -7.351654 0.16 -0.11 0.06
H -1.707699 2.486273 -7.541644 -0.01 0.20 0.04
H 1.806457 2.429444 -0.793392 0.16 0.08 0.40
H 1.205837 -4.398609 -2.722039 -0.20 -0.07 0.23
H 3.022033 2.810745 4.028483 0.01 0.00 -0.25
H 2.540609 -0.564395 4.619942 -0.20 0.05 0.09
H -0.892875 4.048171 -7.324954 -0.15 -0.12 0.10
H 1.731258 -3.365719 -0.512013 -0.25 -0.05 0.03
H -1.855530 5.332640 -5.061349 0.00 -0.28 0.19
H -1.737486 0.715468 -3.212123 -0.07 0.14 -0.05
H -1.482469 -5.565871 1.298859 0.12 0.16 -0.12
H 4.747967 3.287868 2.280512 -0.38 -0.07 -0.15
H -1.679228 1.087467 -5.682534 -0.02 0.20 0.26
H -1.900380 4.973347 -2.593615 -0.05 -0.25 -0.05
H 2.445111 -1.676191 6.833950 0.07 0.02 0.17
H -0.961325 1.702778 1.569870 0.13 0.05 -0.06
H 0.845351 -2.348423 6.471747 0.18 0.07 -0.14
H 0.940354 -0.152302 5.364284 0.18 -0.17 -0.20
```
Forces are in eV/Å.

Total charge ... -1
HOMO level ... -3.069 eV
Electronic energy ... -2345.9989 Ha
Gap between HOMO and LUMO ... 5.3 eV
Energy above the lowest of the compared OMol25 structures with the same formula, charge and spin ... 27.0 kcal per mole

=====

Formula: C22H27As2AuIN
Source: OMol25
Level of theory: ωB97M-V/def2-TZVPD

```
54
Properties=species:S:1:pos:R:3:forces:R:3
Au 0.069640 -0.167609 0.134509 -0.32 -0.38 0.56
I -2.486326 -2.651973 -0.287623 -0.10 -0.29 0.48
As 0.408972 2.339389 0.432819 0.10 0.20 0.15
As -1.662744 0.642105 -1.589267 0.44 0.36 -0.46
N -0.927869 -1.415851 1.896184 0.14 0.04 -0.56
C -0.497151 3.862834 1.275289 0.04 -0.07 0.09
C 2.368152 -4.669056 1.417973 -0.02 0.18 -0.12
C -2.677054 -0.111187 -3.074818 0.12 -0.14 -0.07
C 0.302327 2.763389 -1.459598 0.19 0.32 0.23
C -0.927922 -1.930595 4.217018 -0.12 -0.10 -0.09
C -2.322043 -3.171895 2.711197 0.03 0.03 0.02
C -0.524778 2.038625 -2.318028 -0.24 -0.18 -0.16
C 3.096017 -3.514190 1.699941 0.07 0.12 0.14
C 2.906063 -2.375682 0.953766 0.15 0.08 0.12
C 1.446239 -4.678055 0.371966 -0.19 -0.06 -0.18
C 0.252824 3.353887 -4.174276 0.08 0.00 -0.07
C -1.816309 -2.376281 1.700404 -0.28 -0.15 -0.45
C -3.016549 1.657989 -0.627489 -0.15 -0.01 0.25
C 1.076414 3.800811 -1.963483 -0.01 -0.09 0.07
C -0.494715 -1.192424 3.133675 0.19 0.12 0.43
C 2.248036 2.646246 0.964400 0.19 0.32 -0.05
C 1.254270 -3.550023 -0.385998 -0.17 -0.26 -0.13
C -0.537232 2.327174 -3.678452 -0.11 -0.03 0.06
C 1.992449 -2.369869 -0.129288 -0.49 0.53 0.14
C -1.854804 -2.940954 3.997013 0.09 0.10 -0.05
C 1.809202 -1.225652 -0.949301 0.02 -0.60 -0.68
C 1.056966 4.089054 -3.319456 0.06 0.04 0.01
H -3.460714 -0.760961 -2.677635 0.13 0.16 0.04
H -0.560634 -1.723509 5.207902 0.08 0.06 0.09
H -3.240197 2.568432 -1.198967 0.15 -0.26 0.07
H 2.918561 1.947021 0.461380 -0.12 0.08 0.00
H 3.481264 -1.486066 1.166176 0.06 0.10 0.01
H 0.555427 -3.554519 -1.211867 -0.02 -0.03 -0.01
H -2.664681 1.931778 0.372885 -0.06 -0.09 -0.22
H 0.246318 3.573781 -5.232025 -0.01 0.00 -0.04
H 2.555115 3.672682 0.738399 -0.03 -0.19 0.02
H 0.222639 -0.385975 3.228602 -0.01 -0.05 0.17
H -1.158461 1.755925 -4.359100 0.03 0.07 0.03
H 1.686507 4.877462 -3.702068 0.00 0.09 -0.08
H 0.039415 4.770335 0.980031 -0.07 -0.17 -0.01
H 1.337720 -1.384984 -1.914949 0.00 0.03 0.07
H 2.327909 2.498265 2.044890 -0.09 -0.01 -0.14
H 2.605783 -0.492695 -0.960136 -0.18 0.39 0.22
H -3.054624 -3.936555 2.503463 -0.01 -0.03 -0.01
H -1.537764 3.941470 0.955785 0.17 -0.09 -0.02
H -3.928126 1.062281 -0.531445 0.17 0.01 0.00
H 3.810692 -3.522030 2.507965 0.08 0.04 0.05
H 0.893857 -5.578732 0.148541 -0.03 -0.05 -0.01
H 2.526405 -5.562975 2.001214 0.02 -0.08 0.07
H -0.459185 3.767723 2.363474 0.01 -0.06 -0.17
H -2.036530 -0.701978 -3.734164 -0.04 0.16 0.09
H -2.211993 -3.540333 4.819817 -0.07 -0.06 0.07
H 1.708030 4.375821 -1.293689 -0.01 0.00 -0.13
H -3.144811 0.708129 -3.633556 0.15 -0.12 0.15
```
Forces are in eV/Å.

Total charge ... +2
HOMO level (spin up / spin down) ... -13.385 / -13.866 eV
Electronic energy ... -5813.5925 Ha
Gap between HOMO and LUMO (spin up / spin down) ... 4.5 / 5.5 eV
Energy above the lowest of the compared OMol25 structures with the same formula, charge and spin ... 35.5 kcal per mole

=====

Formula: C24H47BrI2N4O4P
Source: OMol25
Level of theory: ωB97M-V/def2-TZVPD

```
83
Properties=species:S:1:pos:R:3:forces:R:3
I 4.097755 1.314882 -2.868048 0.12 0.01 0.00
I -1.842346 2.768626 2.914294 -0.31 -0.02 0.04
Br -3.566568 0.538636 -3.121702 -0.16 0.09 -0.50
P -2.050898 -0.794690 1.230048 0.68 0.08 -0.32
O -3.191290 -1.967601 0.888684 0.01 -0.17 0.19
O 5.766233 -1.011761 3.798639 -0.08 -0.16 -0.10
O 7.826430 -1.735623 3.876483 -0.10 -0.16 -0.13
O 6.251822 -2.993729 2.965036 -0.09 -0.30 -0.14
N -0.361800 4.207100 0.388561 -0.01 -0.10 -0.23
N -2.975216 1.939167 -0.646624 0.29 -0.16 0.10
N -0.675352 -1.799798 1.271221 -0.34 0.22 0.62
N -5.323627 2.701644 -0.860414 0.20 0.12 0.16
C 3.591093 0.489633 1.795813 0.05 -0.19 0.28
C -0.800195 1.025042 -0.713134 -0.27 0.30 -0.39
C 1.087714 1.573983 -2.614643 0.09 0.00 -0.32
C -3.942903 3.053924 -0.655653 -0.22 0.26 -0.21
C -0.122565 1.506481 2.920800 0.25 -0.45 0.12
C -0.327647 1.079872 -2.249812 0.14 0.29 -0.02
C 0.480304 1.201697 0.162047 0.07 -0.25 -0.12
C -3.228418 0.586782 -0.915575 0.44 0.22 0.88
C 3.918567 -1.913200 0.949651 -0.06 0.37 0.29
C -1.877569 -0.148909 -0.561694 -0.17 -0.14 -0.42
C 0.722081 1.094312 1.692032 -0.39 0.57 -0.07
C -1.657218 2.255473 -0.600408 -0.15 -0.18 0.74
C -4.550786 0.000249 -0.433738 -0.46 0.03 -0.47
C -1.119601 3.644820 -0.749369 0.19 0.10 -0.34
C 2.156624 0.478720 -2.665698 -0.52 -0.13 -0.25
C 6.617862 -1.933538 3.537546 0.22 0.61 0.38
C -4.961217 0.320306 1.014662 0.01 0.19 0.05
C -1.650648 -1.432842 -1.427195 0.19 0.05 -0.17
C 2.634405 -2.717989 0.845501 -0.05 -0.22 0.15
C -0.203029 -1.938776 -1.595055 -0.07 0.12 -0.05
C 0.971518 -3.973098 -0.610472 0.24 -0.38 -0.03
C -0.052539 -3.471004 -1.624369 -0.22 -0.05 0.03
C 3.736328 -0.423481 0.576648 0.45 -0.17 -0.06
C 2.260616 -3.144541 -0.575301 0.19 0.16 0.32
H 2.723280 -3.621756 1.464974 -0.01 0.08 -0.07
H 3.099880 -3.708486 -0.991989 -0.06 0.07 -0.09
H -0.500226 0.620191 3.430799 -0.11 0.12 -0.14
H 0.255106 4.934279 0.045509 -0.03 0.04 -0.02
H 2.153056 -0.184167 -1.804309 0.20 0.21 -0.08
H 0.218838 -1.554174 -2.524687 0.00 -0.02 0.12
H -1.027466 1.732031 -2.780284 0.04 -0.08 0.12
H 1.015159 1.972191 -3.635110 0.02 0.03 0.13
H 0.245189 -3.806844 -2.623741 -0.03 0.10 0.08
H -4.758239 -0.494486 1.708709 -0.11 0.13 -0.11
H -4.432935 1.195948 1.403448 -0.03 -0.02 0.02
H -0.465307 0.120581 -2.730819 -0.10 -0.02 0.07
H 4.356676 0.250427 2.535015 0.09 -0.03 -0.05
H 1.235515 0.520282 -0.243430 -0.28 0.09 0.19
H 1.801188 -2.135126 1.271802 0.16 -0.11 -0.09
H -5.325803 0.387749 -1.091195 0.17 -0.05 0.09
H 3.704627 1.542636 1.507720 -0.01 -0.03 -0.01
H -2.073915 -1.279352 -2.417717 -0.04 0.06 0.08
H -3.646797 3.712126 -1.475601 -0.07 -0.14 0.01
H 1.010161 0.064183 1.901781 -0.47 0.00 -0.06
H 0.847030 2.192096 -0.106773 -0.18 -0.10 0.02
H -5.756505 3.326358 -1.520689 -0.04 -0.05 -0.07
H 4.613662 -0.088151 0.010837 -0.13 -0.04 0.06
H 0.420577 -1.549726 -0.790590 -0.14 0.11 -0.11
H -2.239395 -2.240605 -0.996912 -0.08 0.04 -0.01
H 0.543123 -4.001633 0.401951 0.06 0.01 -0.20
H -0.768771 -2.640942 0.712274 0.11 0.12 -0.04
H -3.419030 -2.382841 1.723325 -0.17 -0.15 0.15
H 4.716050 -2.378790 0.360681 -0.14 0.03 -0.05
H -3.774362 3.609005 0.275830 0.05 -0.13 -0.02
H 2.017400 -0.142859 -3.552989 0.02 0.06 0.10
H 0.541012 2.007801 3.626849 -0.15 -0.01 -0.11
H 1.666109 1.647552 1.808344 -0.92 0.05 -0.24
H 4.277722 -1.962971 1.980807 0.10 0.01 -0.13
H 2.134253 -2.233966 -1.171762 0.27 -0.28 -0.11
H -1.905682 4.320681 -1.092908 0.03 -0.03 0.05
H -4.510703 -1.073579 -0.610309 0.01 0.14 0.05
H -6.032986 0.538017 1.050873 0.07 -0.06 0.00
H -0.483202 -2.073628 2.228429 0.22 0.03 -0.04
H -0.977780 4.611000 1.080395 0.02 -0.03 0.01
H -5.850195 2.703133 -0.000787 -0.05 -0.04 0.03
H -1.016876 -3.953314 -1.425475 0.00 0.02 -0.07
H 1.434418 2.412876 -2.009920 -0.07 -0.13 0.09
H 1.212628 -5.014693 -0.850982 -0.06 0.05 0.12
H 2.598272 0.397258 2.262157 1.55 -0.44 0.04
H 2.880378 -0.294414 -0.102262 0.25 -0.13 0.20
H -0.393057 3.617331 -1.580032 -0.11 -0.06 0.07
```
Forces are in eV/Å.

Total charge ... -1
HOMO level ... -1.727 eV
Electronic energy ... -4973.2484 Ha
Gap between HOMO and LUMO ... 1.4 eV
Energy above the lowest of the compared OMol25 structures with the same formula, charge and spin ... 0.0 kcal per mole